The following is a DFT calculation (the ωB97M-V functional and the def2-TZVPD basis) of the ion C12H19N2O5 with charge +1.

The geometry in XYZ format:
```
38
Properties=species:S:1:pos:R:3:forces:R:3:lowdin_charge:R:1
C 5.157443 1.704087 0.723118 3.3 -2.6 -8.2 0.076
O 4.386681 0.430064 -0.008335 -0.3 3.9 3.0 -0.032
C 3.013681 0.649199 -0.062241 7.8 9.4 4.8 -0.286
C 2.219834 1.774877 0.246562 2.6 4.9 0.3 0.048
C 0.925106 1.937636 -0.252855 0.9 -2.5 1.2 -0.019
C 0.221471 0.819448 -0.709481 1.9 -2.8 0.9 -0.171
C -1.290140 0.748218 -0.669413 1.2 2.2 -4.9 -0.062
N -1.786703 -0.653081 -0.254463 -1.5 5.4 -1.8 -0.067
C -3.308921 -0.651296 -0.530385 3.8 13.6 -4.3 -0.011
C -4.197822 0.475073 -0.065198 -1.2 0.8 0.0 -0.167
O -3.899266 1.831193 -0.539836 -1.5 -0.3 -1.3 -0.095
C -1.390569 -0.816561 1.081181 -8.5 -5.3 2.4 -0.066
C -1.344742 -2.411747 1.251720 3.5 5.6 -6.8 -0.006
O -0.670354 -2.840644 -0.006387 -3.8 -0.2 -0.3 -0.062
C 1.060021 -0.384843 -0.887462 -7.7 3.8 -1.6 0.048
C 2.313362 -0.200096 -0.555786 -3.1 -13.4 -5.7 -0.179
N 2.879386 -1.605965 -0.746115 9.0 -3.5 0.2 -0.193
O 4.180595 -1.989636 -0.968024 -5.0 3.7 -0.1 0.029
O 2.234553 -2.545169 -0.401108 -3.1 -0.6 0.4 0.055
H 4.880701 2.029285 1.603780 -2.2 1.0 4.5 0.008
H 6.280307 1.419688 0.727516 -2.2 -0.2 0.2 0.122
H 5.160877 2.502108 -0.097980 -0.5 -1.0 1.4 0.112
H 2.791460 2.819258 0.695546 -1.8 -3.3 -1.3 0.195
H 0.421635 2.828057 -0.097521 -0.8 1.7 0.4 0.096
H -1.516939 0.817438 -1.847215 -0.4 -0.1 2.6 0.187
H -1.633286 1.817956 -0.224085 -0.2 -3.5 -0.4 0.192
H -1.381908 -1.414092 -0.834195 0.3 0.1 0.2 0.156
H -3.508110 -1.473140 -0.347699 -4.6 -13.8 3.5 0.013
H -3.420142 -0.478516 -1.577337 0.7 -0.6 -1.2 0.148
H -5.309923 0.266198 0.029839 1.3 -0.3 -1.1 0.173
H -3.976928 0.721514 0.866175 0.8 -0.3 5.1 0.057
H -4.693797 2.370094 -0.283507 1.1 -0.7 -0.5 0.126
H -0.534725 -0.513904 1.346867 6.5 2.9 1.3 0.060
H -2.215011 -0.366467 1.752998 1.4 -0.6 -0.9 0.185
H -0.680722 -2.664251 1.873619 4.2 -1.9 5.9 0.066
H -2.199004 -2.842225 1.264932 -5.6 -3.0 0.3 0.070
H 0.260451 -2.870427 -0.055638 2.1 0.1 0.8 0.031
H 0.571450 -1.239323 -1.441596 1.3 0.9 1.1 0.162
```
Positions in Å, forces in eV/Å.

Net charge: +1
E_HOMO in eV: -12.291
SMILES: COc1ccc(C[NH+](CCO)CCO)cc1[N+](=O)[O-]


The following is a DFT calculation (the ωB97M-V functional and the def2-TZVPD basis) of the molecule C3H5ClN2.

The geometry in XYZ format:
```
11
Properties=species:S:1:pos:R:3:forces:R:3:lowdin_charge:R:1
C 1.787418 1.201060 0.140262 -4.0 -4.0 0.5 -0.250
C -0.188348 0.007053 -0.994203 -1.1 1.9 0.8 -0.116
C 0.874792 -0.149488 0.085325 -1.7 8.3 0.2 -0.947
N 2.527592 2.067544 0.103035 1.2 1.2 -0.1 0.105
N 0.329649 -0.484632 1.380495 0.6 -0.6 -3.0 0.195
Cl 2.137964 -1.459145 -0.202849 3.6 -5.2 -0.1 0.541
H -0.830919 -0.883935 -1.153701 0.7 0.3 0.1 0.073
H -0.847057 0.811383 -0.465080 0.5 -1.2 -1.7 0.105
H 0.223140 0.406330 -1.984198 -0.5 -0.7 1.6 0.107
H -0.117513 -1.369303 1.443414 -0.5 -0.9 0.0 0.096
H 0.612788 -0.075921 2.209733 1.0 1.0 1.8 0.090
```
Positions in Å, forces in eV/Å.

Multiplicity: 3
E_HOMO (alpha / beta) in eV: -4.648 / -10.938
ΔE to the lowest compared entry with this formula, charge and spin in kcal per mole: 30.1


Respective M values: 271.3; 104.5 g mol⁻¹.
Respective E values: -25949.08086; -18687.97071 eV.